Entry 1:
Here is a structure of composition C17H21FeN2O4S from the OMol25 dataset. Energies are from the ωB97M-V functional and the def2-TZVPD basis.

CARTESIAN COORDINATES (ANGSTROEM)
C1 -1.745 -2.913 -3.790
O1 -1.239 -3.021 -2.469
C2 -1.680 -2.111 -1.490
C3 -0.781 -1.944 -0.378
C4 -0.437 -0.466 -0.089
C5 -1.344 0.648 -0.601
C6 -2.476 0.231 -1.333
C7 -2.754 -1.150 -1.652
Fe1 -2.012 -3.714 -0.053
C8 -1.339 -3.281 1.512
O2 -1.040 -2.780 2.529
C9 -1.593 -5.365 -0.010
O3 -1.596 -6.454 0.431
C10 -3.570 -3.906 0.702
O4 -4.570 -3.821 1.316
H1 -1.420 -3.845 -4.278
H2 -2.843 -2.823 -3.810
H3 -1.271 -2.048 -4.270
H4 0.195 -2.488 -0.460
H5 -0.308 -0.311 1.005
H6 0.568 -0.372 -0.533
H7 -1.370 1.621 -0.085
H8 -3.220 0.998 -1.555
H9 -3.652 -1.410 -2.220
C11 2.091 3.022 -1.350
C12 0.589 2.852 -1.337
N1 0.188 2.027 -0.210
C13 0.836 2.091 0.939
N2 2.110 2.550 1.026
C14 2.544 3.498 0.017
C15 2.765 2.599 2.331
C16 2.790 1.216 2.923
C17 1.396 0.693 3.234
S1 0.064 1.617 2.441
H10 2.567 2.066 -1.600
H11 2.367 3.749 -2.121
H12 0.086 3.840 -1.253
H13 0.225 2.347 -2.242
H14 3.632 3.574 0.068
H15 2.111 4.495 0.215
H16 3.764 2.989 2.164
H17 2.238 3.302 2.985
H18 3.287 0.528 2.238
H19 3.379 1.241 3.841
H20 1.287 -0.364 2.965
H21 1.183 0.791 4.308

Atoms 1-6, force components in eV/Å:
-0.36 -0.32 -0.58
-0.77 0.88 2.14
1.48 0.63 -0.94
0.58 -0.09 -2.34
-0.10 0.03 1.43
-2.97 -2.61 0.61

* highest occupied orbital energy (spin up / spin down): -10.11 / -10.79 eV
* frontier orbital gap (spin up / spin down): 7.15 / 4.90 eV
* energy above the lowest of the compared OMol25 structures with the same formula, charge and spin: 0.0 kcal/mol
* 2S+1: 5
* total energy: -74347.87553 eV
* LUMO level (spin up / spin down): -2.959 / -5.888 eV
* charge: +1
* <S²>: 6.079

=====

Entry 2:
Here is a structure of composition C17H21N3O2 from the OMol25 dataset. Energies are from the ωB97M-V functional and the def2-TZVPD basis.

CARTESIAN COORDINATES (ANGSTROEM)
C1 -5.299 0.398 -0.223
C2 -4.372 0.103 0.770
H1 -4.927 -0.244 1.709
O1 -3.462 1.202 1.103
C3 -2.275 1.549 0.131
C4 -1.272 0.352 0.283
C5 -0.358 0.180 1.437
C6 0.427 -1.095 1.151
C7 0.477 -1.950 0.080
C8 -0.493 -1.606 -0.914
C9 -1.360 -0.773 -0.749
H2 -1.961 -0.559 -1.700
H3 -0.427 -2.187 -1.906
C10 1.293 -3.076 0.152
C11 2.684 -3.020 0.198
C12 3.536 -1.743 0.673
N1 3.023 -0.437 0.160
C13 3.839 0.501 0.437
C14 4.907 0.250 0.908
C15 5.450 -0.967 1.446
N2 4.713 -2.053 1.025
N3 6.699 -1.258 2.126
H4 7.301 -0.565 2.033
H5 6.938 -2.155 2.233
H6 5.631 0.956 0.946
H7 3.308 1.390 0.028
H8 3.286 -3.737 0.259
H9 0.797 -4.111 -0.142
H10 1.158 -1.163 2.186
H11 -0.515 0.757 2.213
O2 -2.794 1.745 -0.959
C16 -1.759 2.618 -1.752
C17 -2.425 2.986 -2.967
H12 -1.619 3.738 -3.592
H13 -3.270 3.582 -2.880
H14 -2.673 1.947 -3.478
H15 -0.876 2.039 -1.909
H16 -1.622 3.639 -0.797
H17 -1.824 2.245 0.876
H18 -3.540 -0.912 0.665
H19 -5.940 1.332 0.119
H20 -4.645 0.606 -0.940
H21 -5.761 -0.504 -0.437

Atoms 1-6, force components in eV/Å:
-3.11 2.58 0.86
5.53 -3.37 5.89
1.12 0.92 -0.58
-0.11 -0.26 -0.47
1.22 -5.30 10.94
0.56 -2.07 0.86

* highest occupied orbital energy: -7.86 eV
* frontier orbital gap: 8.18 eV
* energy above the lowest of the compared OMol25 structures with the same formula, charge and spin: 364.8 kcal/mol
* total energy: -26521.03176 eV
* LUMO level: 0.316 eV
* charge: 0

=====

Entry 3:
Here is the molecule C17H21N3O3S2 from the OMol25 dataset. Energies are from the ωB97M-V functional and the def2-TZVPD basis.

CARTESIAN COORDINATES (ANGSTROEM)
C1 -0.966 -4.207 1.045
C2 -1.384 -4.106 -0.201
C3 -1.066 -2.984 -1.146
N1 -0.391 -1.870 -0.513
C4 -1.076 -1.004 0.275
N2 -0.554 -0.018 0.930
C5 0.772 0.147 0.802
C6 1.587 -0.656 0.008
C7 2.930 -0.213 0.050
C8 3.099 0.877 0.843
S1 1.636 1.427 1.592
C9 4.513 1.335 0.918
H1 4.947 1.079 1.889
H2 4.618 2.411 0.780
C10 5.168 0.527 -0.227
H3 5.254 1.162 -1.109
H4 6.166 0.188 0.041
C11 4.225 -0.657 -0.542
H5 4.558 -1.579 -0.059
H6 4.142 -0.857 -1.609
C12 1.006 -1.758 -0.712
O1 1.585 -2.540 -1.437
S2 -2.818 -1.188 0.382
C13 -3.193 0.185 1.502
H7 -4.278 0.173 1.615
H8 -2.728 -0.015 2.467
C14 -2.747 1.568 1.025
O2 -2.483 2.433 1.827
N3 -2.778 1.751 -0.308
H9 -2.937 0.959 -0.911
C15 -2.288 2.964 -0.920
C16 -0.774 2.925 -1.155
C17 -0.370 1.833 -2.148
O3 -1.001 1.968 -3.399
H10 -0.746 2.814 -3.785
H11 -0.672 0.851 -1.779
H12 0.723 1.827 -2.263
H13 -0.273 2.746 -0.204
H14 -0.453 3.899 -1.534
H15 -2.812 3.103 -1.868
H16 -2.524 3.787 -0.242
H17 -0.385 -3.353 -1.923
H18 -1.985 -2.627 -1.624
H19 -1.999 -4.877 -0.643
H20 -1.225 -5.051 1.659
H21 -0.346 -3.458 1.511

Atoms 1-6, force components in eV/Å:
0.03 -0.06 0.04
0.06 0.03 -0.13
-0.08 -0.31 -0.25
0.09 0.02 -0.02
-0.10 0.58 0.46
-0.42 -0.07 0.19

* highest occupied orbital energy: -7.96 eV
* frontier orbital gap: 8.41 eV
* energy above the lowest of the compared OMol25 structures with the same formula, charge and spin: 0.0 kcal/mol
* SMILES: C=CCn1c(SCC(=O)NCCCO)nc2sc3c(c2c1=O)CCC3
* total energy: -50253.95029 eV
* LUMO level: 0.448 eV
* charge: 0

=====

Entry 4:
Here is the molecule C17H21N3O3S3 from the OMol25 dataset. Energies are from the ωB97M-V functional and the def2-TZVPD basis.

CARTESIAN COORDINATES (ANGSTROEM)
O1 5.301 2.552 -0.477
C1 4.338 1.951 -0.066
N1 4.061 0.700 -0.569
C2 3.073 -0.186 -0.235
N2 2.288 -0.122 0.777
C3 1.408 -1.159 0.812
C4 1.523 -2.061 -0.198
S1 2.807 -1.589 -1.277
C5 0.707 -3.296 -0.347
C6 -0.522 -3.205 0.562
C7 -0.134 -2.712 1.955
C8 0.381 -1.275 1.888
H1 -0.438 -0.585 1.662
H2 0.818 -0.966 2.839
H3 0.644 -3.361 2.363
H4 -0.997 -2.761 2.621
H5 -1.241 -2.508 0.131
H6 -0.995 -4.187 0.627
H7 1.313 -4.165 -0.071
H8 0.404 -3.431 -1.389
H9 4.690 0.402 -1.307
C9 3.375 2.496 0.967
C10 2.010 2.648 0.381
C11 1.691 3.034 -0.889
C12 0.305 3.003 -1.138
C13 -0.406 2.605 -0.047
S2 0.595 2.265 1.303
S3 -2.132 2.247 0.059
O2 -2.774 2.784 -1.108
O3 -2.627 2.621 1.347
N3 -2.050 0.559 0.019
C14 -1.769 0.055 -1.323
H10 -0.847 -0.533 -1.298
C15 -2.987 -0.781 -1.753
H11 -3.257 -0.593 -2.789
H12 -2.777 -1.845 -1.636
C16 -4.080 -0.349 -0.775
H13 -4.847 -1.107 -0.633
H14 -4.543 0.578 -1.115
C17 -3.274 -0.076 0.492
H15 -3.762 0.591 1.200
H16 -3.008 -1.010 0.999
H17 -1.620 0.908 -1.987
H18 -0.160 3.266 -2.070
H19 2.423 3.325 -1.621
H20 3.325 1.811 1.814
H21 3.766 3.461 1.301

Atoms 1-6, force components in eV/Å:
0.12 0.20 -0.02
-0.12 0.09 0.27
0.56 -0.17 -0.53
-0.50 -1.06 -0.36
0.70 0.52 0.29
-0.23 -0.71 -0.57

* highest occupied orbital energy: -8.46 eV
* frontier orbital gap: 8.85 eV
* energy above the lowest of the compared OMol25 structures with the same formula, charge and spin: 12.3 kcal/mol
* SMILES: O=C(Cc1ccc(S(=O)(=O)N2CCCC2)s1)Nc1nc2c(s1)CCCC2
* total energy: -61088.79046 eV
* LUMO level: 0.389 eV
* charge: 0

=====

Entry 5:
Here is the molecule C17H21N5O from the OMol25 dataset. Energies are from the ωB97M-V functional and the def2-TZVPD basis.

CARTESIAN COORDINATES (ANGSTROEM)
C1 1.659 -0.939 -4.200
N1 1.217 -1.151 -2.839
C2 0.677 -2.488 -2.645
C3 0.643 -2.782 -1.189
N2 -0.310 -2.522 -0.346
C4 0.211 -2.931 0.848
N3 1.414 -3.417 0.729
O1 1.707 -3.327 -0.596
C5 -0.503 -2.789 2.139
C6 -0.387 -1.369 2.641
C7 0.864 -0.776 2.758
C8 0.985 0.518 3.231
C9 -0.143 1.231 3.602
C10 -1.393 0.646 3.487
C11 -1.514 -0.645 3.001
H1 -2.493 -1.094 2.908
H2 -2.278 1.195 3.776
H3 -0.046 2.238 3.981
H4 1.962 0.972 3.315
H5 1.744 -1.338 2.479
H6 -1.552 -3.050 1.997
H7 -0.047 -3.472 2.860
H8 -0.339 -2.608 -3.058
H9 1.351 -3.205 -3.121
C12 0.316 -0.104 -2.376
H10 -0.342 -0.519 -1.610
C13 1.103 1.056 -1.753
C14 0.171 2.047 -1.145
C15 -0.574 1.910 0.010
N4 -1.302 3.036 0.147
N5 -1.078 3.891 -0.843
C16 -0.194 3.311 -1.634
H11 0.153 3.811 -2.516
C17 -2.219 3.363 1.199
H12 -2.692 4.309 0.942
H13 -2.979 2.587 1.298
H14 -1.693 3.468 2.150
H15 -0.627 1.111 0.721
H16 1.716 1.546 -2.510
H17 1.766 0.645 -0.988
H18 -0.317 0.271 -3.195
H19 2.088 0.057 -4.277
H20 2.431 -1.666 -4.447
H21 0.840 -1.027 -4.931

Atoms 1-6, force components in eV/Å:
0.04 -0.05 0.04
-0.03 -0.21 -0.01
0.15 0.10 -0.10
-0.44 -0.03 0.45
-0.18 0.09 -0.52
0.45 -0.32 -0.46

* highest occupied orbital energy: -8.68 eV
* frontier orbital gap: 9.51 eV
* energy above the lowest of the compared OMol25 structures with the same formula, charge and spin: 55.0 kcal/mol
* SMILES: CN(CCc1cnn(C)c1)Cc1nc(Cc2ccccc2)no1
* total energy: -27466.49238 eV
* LUMO level: 0.834 eV
* charge: 0

=====

Entry 6:
Here is the molecule C17H21N5O2S from the OMol25 dataset. Energies are from the ωB97M-V functional and the def2-TZVPD basis.

CARTESIAN COORDINATES (ANGSTROEM)
C1 -1.636 6.069 1.572
C2 -2.413 4.899 1.041
C3 -3.643 5.082 0.423
C4 -4.388 4.009 -0.043
C5 -3.893 2.726 0.106
C6 -2.653 2.516 0.704
C7 -2.156 1.118 0.904
O1 -1.647 0.738 1.949
N1 -2.327 0.293 -0.165
C8 -1.875 -1.100 -0.194
C9 -2.560 -1.951 0.875
C10 -0.377 -1.180 -0.084
C11 0.393 -1.792 -0.973
C12 1.867 -1.849 -0.787
O2 2.455 -1.282 0.120
N2 2.533 -2.586 -1.718
C13 3.973 -2.784 -1.630
C14 4.543 -3.078 -3.007
C15 4.303 -3.876 -0.640
N3 4.807 -5.017 -0.985
N4 4.998 -5.861 0.073
C16 4.635 -5.320 1.189
S1 4.016 -3.728 1.056
C17 -1.891 3.601 1.160
N5 -0.688 3.412 1.861
H1 -1.298 5.869 2.589
H2 -0.742 6.261 0.974
H3 -2.245 6.971 1.563
H4 -4.038 6.087 0.335
H5 -5.357 4.171 -0.497
H6 -4.485 1.878 -0.216
H7 -2.578 0.722 -1.038
H8 -2.169 -1.478 -1.175
H9 -2.286 -2.997 0.737
H10 -2.261 -1.634 1.871
H11 -3.643 -1.858 0.786
H12 0.077 -0.717 0.785
H13 -0.033 -2.267 -1.852
H14 2.015 -3.166 -2.357
H15 4.381 -1.848 -1.247
H16 5.622 -3.206 -2.952
H17 4.129 -4.001 -3.415
H18 4.313 -2.249 -3.675
H19 4.714 -5.836 2.134
H20 -0.665 2.591 2.443
H21 0.173 3.647 1.398

Atoms 1-6, force components in eV/Å:
-0.01 0.00 -0.01
0.21 0.05 -0.34
-0.01 0.00 0.00
0.01 -0.01 0.01
-0.03 0.03 -0.02
-0.01 0.00 0.01

* highest occupied orbital energy: -8.47 eV
* frontier orbital gap: 9.02 eV
* energy above the lowest of the compared OMol25 structures with the same formula, charge and spin: 34.6 kcal/mol
* SMILES: Cc1cccc(C(=O)N[C@H](C)/C=C/C(=O)N[C@H](C)c2nncs2)c1N
* total energy: -40351.04673 eV
* LUMO level: 0.545 eV
* charge: 0

=====

Entry 7:
Here is a cluster of 5 separate species, C17H21N5O4 in total from the OMol25 dataset. Energies are from the ωB97M-V functional and the def2-TZVPD basis.

CARTESIAN COORDINATES (ANGSTROEM)
N1 -21.083 -1.294 -8.011
C1 -21.289 -1.853 -9.199
C2 -21.227 -3.211 -9.545
C3 -20.634 -4.017 -8.621
C4 -20.216 -3.510 -7.407
C5 -20.538 -2.173 -7.105
H1 -21.712 -1.137 -9.887
H2 -21.417 -3.615 -10.528
H3 -20.510 -5.070 -8.826
H4 -19.778 -4.171 -6.674
H5 -20.275 -1.708 -6.167
N2 -23.116 3.025 -9.031
C6 -22.465 4.221 -8.933
C7 -21.085 4.327 -8.807
C8 -20.325 3.169 -8.811
C9 -20.929 1.919 -8.953
C10 -22.307 1.907 -9.093
H6 -23.089 5.100 -8.861
H7 -20.599 5.289 -8.744
H8 -19.263 3.231 -8.626
H9 -20.279 1.058 -9.005
H10 -22.826 0.973 -9.251
N3 -18.944 4.284 -2.532
C11 -20.163 4.710 -2.879
C12 -20.577 4.772 -4.164
C13 -19.734 4.449 -5.204
C14 -18.404 4.028 -4.940
C15 -18.099 3.987 -3.566
H11 -20.751 5.012 -2.025
H12 -21.574 5.129 -4.372
H13 -20.075 4.498 -6.227
H14 -17.735 3.680 -5.714
H15 -17.087 3.699 -3.321
C16 -19.735 -2.833 -3.351
N4 -19.336 -4.189 -2.788
O1 -18.877 -4.979 -3.632
O2 -19.508 -4.473 -1.594
H16 -18.792 -2.432 -3.721
H17 -20.195 -2.290 -2.526
H18 -20.427 -3.049 -4.165
C17 -21.200 1.097 -5.682
N5 -20.613 0.659 -4.398
O3 -21.377 0.423 -3.441
O4 -19.422 0.341 -4.421
H19 -22.072 0.459 -5.825
H20 -20.525 0.920 -6.519
H21 -21.505 2.138 -5.578

Atoms 1-6, force components in eV/Å:
1.27 -2.29 0.81
-1.69 0.57 -0.72
0.95 1.08 0.02
0.19 -1.03 0.41
-0.84 1.16 0.76
0.25 0.30 -1.01

* highest occupied orbital energy: -9.96 eV
* frontier orbital gap: 9.80 eV
* energy above the lowest of the compared OMol25 structures with the same formula, charge and spin: 214.0 kcal/mol
* SMILES: C[N+](=O)[O-].C[N+](=O)[O-].c1ccncc1.c1ccncc1.c1ccncc1
* total energy: -33603.11066 eV
* LUMO level: -0.166 eV
* charge: 0

=====

Entry 8:
Here is the molecule C17H21N5O4 from the OMol25 dataset. Energies are from the ωB97M-V functional and the def2-TZVPD basis.

CARTESIAN COORDINATES (ANGSTROEM)
C1 1.136 7.094 0.591
H1 0.253 7.630 0.226
O1 0.787 6.087 1.507
C2 -0.027 5.076 1.085
C3 -0.347 4.113 2.043
C4 -1.168 3.054 1.721
C5 -1.692 2.929 0.438
C6 -1.364 3.881 -0.513
C7 -0.542 4.951 -0.200
H2 -0.311 5.675 -0.966
H3 -1.749 3.781 -1.517
C8 -2.562 1.753 0.085
N1 -1.744 0.592 -0.278
C9 -1.345 0.521 -1.601
O2 -1.694 1.348 -2.420
N2 -0.543 -0.544 -1.960
C10 -0.184 -1.460 -1.023
C11 -0.610 -1.361 0.290
C12 -1.436 -0.304 0.756
O3 -1.863 -0.148 1.889
N3 -0.059 -2.461 0.935
C13 0.645 -3.127 -0.013
N4 0.588 -2.553 -1.210
N5 1.379 -4.229 0.263
H4 1.121 -4.767 1.079
C14 1.934 -5.012 -0.818
H5 2.553 -4.358 -1.434
H6 1.139 -5.426 -1.457
C15 2.765 -6.145 -0.216
O4 1.981 -6.986 0.599
H7 1.337 -7.445 0.048
H8 3.254 -6.713 -1.016
H9 3.530 -5.732 0.444
C16 -0.199 -2.780 2.329
H10 -0.684 -3.752 2.457
H11 0.777 -2.799 2.819
H12 -0.819 -2.009 2.783
C17 -0.083 -0.681 -3.323
H13 -0.423 -1.633 -3.731
H14 -0.495 0.147 -3.897
H15 1.006 -0.656 -3.348
H16 -3.198 1.988 -0.770
H17 -3.165 1.451 0.943
H18 -1.407 2.310 2.466
H19 0.062 4.222 3.035
H20 1.692 6.690 -0.261
H21 1.773 7.785 1.140

Atoms 1-6, force components in eV/Å:
0.05 0.15 -0.14
0.04 -0.03 0.00
-0.13 -0.28 0.16
-0.05 -0.12 0.05
0.12 0.18 -0.04
0.03 0.11 -0.01

* highest occupied orbital energy: -7.72 eV
* frontier orbital gap: 8.21 eV
* energy above the lowest of the compared OMol25 structures with the same formula, charge and spin: 12.2 kcal/mol
* SMILES: COc1ccc(Cn2c(=O)c3c(nc(NCCO)n3C)n(C)c2=O)cc1
* total energy: -33611.86264 eV
* LUMO level: 0.489 eV
* charge: 0